No. 1
78
Properties=species:S:1:pos:R:3 method="wB97M-V/def2-TZVPD" charge=+1 e_homo_ev=-11.3 orbital_gap_ev=8.812
C -3.49484 2.63177 0.80412
C -2.18545 2.48369 -0.00865
C -2.44496 1.85666 -1.40761
C -2.83315 2.94078 -2.42925
C -1.33378 0.90738 -1.87229
C 0.04798 1.31858 -2.01267
C 0.45292 2.76549 -1.79005
C 0.93921 3.51694 -3.05922
C 0.86737 5.02446 -2.79312
Br -0.04491 3.04083 -4.66819
C 1.08182 0.36791 -2.34924
C 2.55830 0.73981 -2.41527
C 3.39129 -0.02699 -1.39129
N 3.26259 0.18918 -0.14538
C 0.69842 -0.96544 -2.63558
C -0.65299 -1.36896 -2.57197
C -1.68337 -0.47702 -2.16260
C -3.12711 -0.98257 -2.04969
C -3.46701 -1.35015 -0.59439
C -2.73333 -2.59625 -0.10187
O -3.01796 -2.88339 1.25572
C -1.97865 -2.56090 2.14588
C -0.71617 -2.81651 -2.96961
O -1.57347 -3.60057 -2.83693
N 0.57379 -3.11794 -3.57764
S 0.44360 -2.76211 -5.27704
C 1.52066 -2.14401 -3.04805
O 2.67489 -2.34083 -2.94771
H -4.34454 2.60278 0.11684
H -3.59484 1.85008 1.55495
H -3.54372 3.61843 1.26671
H -1.82048 3.50228 -0.16166
H -1.43831 1.92133 0.55564
H -3.34408 1.26947 -1.27805
H -3.16859 2.45550 -3.34695
H -3.70539 3.46412 -2.02552
H -2.03745 3.65693 -2.61178
H -0.33992 3.35672 -1.35409
H 1.31345 2.79854 -1.11436
H 1.98141 3.29453 -3.27101
H 1.19622 5.17304 -1.75878
H -0.16414 5.37699 -2.83693
H 1.51721 5.58214 -3.46284
H 2.96283 0.57445 -3.41770
H 2.74006 1.78433 -2.18227
H 4.10403 -0.76970 -1.73264
H 2.56107 0.92096 0.00242
H -3.77648 -0.18815 -2.40721
H -3.24646 -1.83946 -2.71321
H -3.25407 -0.49338 0.05624
H -4.54035 -1.53924 -0.50567
H -1.65939 -2.54355 -0.30233
H -3.11135 -3.42652 -0.70414
H -1.04188 -2.28849 1.65028
H -2.27815 -1.72081 2.78756
H -1.77434 -3.40202 2.81025
H -0.07087 -1.50862 -5.25001
C 2.29148 -1.85689 2.50255
N 2.65748 -1.18057 3.79645
C 3.20966 0.16940 3.46269
C 3.70851 -1.97993 4.48880
C 1.45216 -0.96745 4.68977
C 0.75991 -2.21399 5.18935
O 0.28924 -2.94360 4.06980
H 3.12537 -1.73379 1.81448
H 2.12306 -2.90971 2.68490
H 1.40320 -1.38086 2.09921
H 4.08226 0.03948 2.82859
H 3.48531 0.67384 4.38634
H 2.44531 0.73443 2.93602
H 3.33319 -2.98282 4.66690
H 3.95744 -1.49348 5.42949
H 4.58166 -2.02640 3.84317
H 0.75713 -0.36332 4.10684
H 1.79983 -0.38344 5.54187
H -0.07847 -1.90517 5.82017
H 1.42483 -2.83048 5.80209
H -0.15572 -3.73778 4.38640

---

No. 2
77
Properties=species:S:1:pos:R:3 method="wB97M-V/def2-TZVPD" charge=+1 e_homo_ev=-11.5 orbital_gap_ev=6.480
C -2.34403 11.88993 -0.94708
C -1.40065 10.89329 -1.65896
C -1.90909 9.43973 -1.36859
C -1.57167 8.47039 -2.53374
C -1.82611 7.00775 -2.04309
C -0.79437 5.99444 -2.62898
C -1.38590 5.13837 -3.78062
C -0.32718 4.05915 -4.19350
C -0.94737 2.61689 -4.10339
C -0.31081 1.83040 -2.91654
C -0.49797 0.28380 -3.19166
C -1.28534 -0.40890 -2.03665
C -0.25320 -0.88087 -0.97818
C -0.82128 -1.91738 0.01758
C 0.32402 -2.39942 0.92633
C 1.44327 -2.92759 0.32081
N 2.51774 -3.34861 0.98606
C 2.52917 -3.29250 2.33281
C 3.80683 -3.80934 3.00181
C 3.76476 -5.35532 2.83126
O 3.22582 -5.99540 3.67802
Br 4.55022 -6.17754 1.24197
C 1.45652 -2.81783 3.02852
C 0.33551 -2.34106 2.32860
C -0.84239 -1.78964 3.11510
O -1.38367 -2.48256 3.93388
O -1.25368 -0.48145 2.93193
H -2.27133 12.92374 -1.31374
H -2.10440 11.92317 0.12812
H -3.40510 11.60526 -1.02606
H -1.31589 11.06704 -2.73981
H -0.40628 11.00892 -1.19904
H -2.99977 9.50692 -1.25089
H -1.47793 9.08765 -0.42030
H -0.52427 8.59033 -2.84389
H -2.26958 8.65595 -3.36302
H -2.85987 6.68573 -2.23902
H -1.69470 6.97782 -0.94852
H 0.10012 6.50456 -3.01394
H -0.45896 5.29213 -1.84744
H -1.57812 5.74937 -4.67676
H -2.33165 4.67338 -3.46793
H 0.50110 4.08272 -3.47003
H 0.07413 4.19870 -5.20420
H -0.67308 2.06738 -5.01569
H -2.03594 2.61712 -3.96798
H 0.75949 2.05901 -2.82405
H -0.79196 2.07962 -1.95824
H -1.00204 0.13464 -4.15640
H 0.52053 -0.11621 -3.31994
H -1.83013 -1.25136 -2.48619
H -1.97864 0.33468 -1.62477
H 0.13507 -0.03252 -0.38878
H 0.60277 -1.26354 -1.55401
H -1.23480 -2.81864 -0.45614
H -1.58301 -1.48309 0.67462
H 1.46966 -3.00310 -0.76624
H 3.33293 -3.70673 0.49292
H 3.87656 -3.51503 4.05049
H 4.63546 -3.35756 2.43523
H 1.48998 -2.80444 4.11675
H -2.05960 -0.55256 2.39590
C 1.15986 -8.37701 3.61577
C 1.97254 -9.27765 4.55305
C 1.23975 -10.62177 4.64768
S 0.34815 -10.81842 3.10067
O -1.06412 -10.79240 3.37589
O 0.95388 -11.87059 2.32924
C 0.81853 -9.23873 2.40437
H 1.71605 -7.48795 3.32911
H 0.24227 -8.05603 4.11626
H 2.97064 -9.43080 4.13517
H 2.09649 -8.82800 5.53787
H 1.93042 -11.45282 4.76883
H 0.51074 -10.62476 5.45624
H -0.00061 -8.84159 1.80841
H 1.69549 -9.40123 1.77677

---

No. 3
91
Properties=species:S:1:pos:R:3 method="wB97M-V/def2-TZVPD" charge=0 e_homo_ev=-6.7 orbital_gap_ev=6.705
C 1.11540 3.64731 1.80351
C 2.04840 2.41431 2.09651
C 1.05440 1.16031 2.28851
N 1.73140 -0.16669 2.22351
C 2.52940 -0.45869 3.49151
C 3.06640 -1.92369 3.70251
C 1.88940 -2.86369 3.87851
C 0.97740 -2.70869 2.70051
C 0.51040 -1.29069 2.33251
C 2.51640 -0.59069 1.03651
H 1.79540 4.38631 1.47151
H 0.47440 3.72731 2.76551
H 0.31140 3.63631 1.01251
H 2.69640 2.59631 2.89351
H 2.60640 2.33431 1.19351
H 0.43140 1.26731 1.39851
H 0.46640 1.44731 3.30151
H 1.90540 -0.14369 4.29351
H 3.42540 0.17731 3.55051
H 3.67840 -1.86469 4.60751
H 3.66340 -2.06769 2.92251
H 1.42640 -2.72469 4.69351
H 2.44340 -3.75569 3.61751
H 0.02140 -3.23269 2.86351
H 1.58640 -3.07369 1.73451
H -0.23360 -0.97069 3.06051
H 0.11040 -1.36269 1.24451
H 3.37640 0.07131 1.06451
H 2.11340 -0.37969 0.12951
H 3.12640 -1.47869 0.99051
C -1.41160 0.89031 -0.94649
O -0.63660 -0.35069 -0.58149
H -1.36160 1.30731 0.11651
H -2.22160 0.37931 -1.28049
H -0.85560 1.27231 -1.90349
C 0.34240 -2.59469 -3.39249
C 1.33040 -3.03569 -2.30549
O 1.86140 -4.29269 -2.44949
C 2.43540 -4.98169 -1.52349
O 2.60540 -4.72469 -0.39549
C 3.02340 -6.33869 -2.18749
F 4.03740 -6.89469 -1.31749
F 1.97640 -7.16969 -2.20749
F 3.48640 -6.36169 -3.38149
H 0.91340 -2.29569 -4.35049
H -0.23260 -1.70269 -3.03049
H -0.36960 -3.49069 -3.52549
H 1.05540 -2.90369 -1.42049
H 2.28240 -2.65969 -2.31149
C -2.10660 4.48531 -1.39849
C -3.26460 3.69131 -1.07649
O -4.48060 4.18231 -1.53849
C -5.63760 3.49631 -1.39549
O -5.70760 2.47631 -0.74349
C -6.81960 4.07131 -2.23049
F -6.89760 5.34531 -1.84749
F -6.53860 3.83331 -3.53449
F -7.96160 3.44131 -1.89149
H -1.06360 4.09531 -1.15849
H -2.20560 5.29831 -0.72149
H -2.11360 4.79831 -2.33949
H -3.17360 3.56531 -0.03749
H -3.08260 2.73631 -1.64549
C -4.72360 -0.86669 0.62451
C -3.26360 -1.36069 0.78551
O -3.19460 -2.65969 1.43151
C -3.35860 -2.69969 2.78951
O -3.63060 -1.86169 3.56251
C -3.21660 -4.19069 3.23451
F -3.15360 -4.37069 4.58451
F -4.21660 -5.13969 2.64451
F -1.95260 -4.59069 2.79751
H -5.30760 -1.63069 -0.12749
H -4.62460 0.01531 -0.07949
H -5.19360 -0.89869 1.57451
H -2.78660 -0.42869 1.14151
H -2.72060 -1.40769 -0.16249
C 2.61640 1.39831 -4.37649
C 2.00240 1.53231 -2.95649
O 2.92640 2.29131 -2.23049
C 2.82140 3.53331 -2.01949
O 1.78740 4.12431 -1.87649
C 4.16340 4.17731 -1.52549
F 5.06040 4.07031 -2.46049
F 4.00240 5.48831 -1.13549
F 4.69040 3.64331 -0.43549
H 2.08940 0.54931 -4.90349
H 3.65440 1.39331 -4.50949
H 2.43140 2.11031 -5.18349
H 1.98340 0.44331 -2.61349
H 1.04340 1.95931 -2.98449

---

No. 4
81
Properties=species:S:1:pos:R:3 method="wB97M-V/def2-TZVPD" charge=+1 e_homo_ev=-12.0 orbital_gap_ev=7.284
C 7.65981 -1.40255 3.87127
C 7.88740 -1.78071 2.61898
C 7.66576 -2.25590 1.08979
N 6.22511 -2.32714 0.67317
C 5.31322 -3.09216 1.33194
O 5.51608 -3.84544 2.54724
C 3.89612 -3.18985 0.56141
C 2.59553 -3.74502 1.31799
Cl 2.35708 -3.84543 3.12447
C 1.51433 -4.23580 0.46998
C 1.56171 -4.25009 -1.14181
Cl 0.01191 -4.90886 1.32975
C 3.86208 -1.69385 -0.09927
S 3.15462 -0.44443 1.07824
O 3.53280 0.99676 0.75230
O 3.53938 -0.73984 2.53274
C 1.25209 -0.46170 1.07270
F 0.87849 0.89200 1.45598
F 0.69987 -0.66521 -0.23556
F 0.70013 -1.31554 2.07389
C 5.46872 -1.65444 -0.43315
C 6.07663 -0.35830 -1.18030
C 6.66041 0.79696 -0.21368
C 6.05497 2.21588 -0.77486
F 6.41507 0.59500 1.19933
H 7.50041 -0.73775 4.81064
H 8.25515 -1.57536 0.34653
H 8.18904 -3.30678 0.99936
H 5.89566 -4.72911 2.28918
H 4.12722 -3.95664 -0.28108
H 0.49871 -4.25904 -1.62410
H 2.07220 -3.29292 -1.57287
H 2.12826 -5.17168 -1.57948
H 3.41492 -1.60374 -1.15721
H 5.51974 -2.45653 -1.27262
H 5.30390 0.07262 -1.94209
H 6.98169 -0.74374 -1.81169
H 7.80836 0.87694 -0.40410
H 4.95101 2.08992 -1.12459
H 6.14598 3.06964 -0.00654
H 6.64472 2.51453 -1.73653
C -5.78523 -1.93252 -2.15446
C -5.63402 -1.06333 -0.91417
C -4.35065 -0.23123 -0.90730
C -3.04623 -1.03338 -0.90834
C -2.87856 -2.01758 0.25191
C -2.84516 -1.34435 1.61604
H -4.99102 -2.68027 -2.22343
H -6.73964 -2.46581 -2.12576
H -5.76714 -1.32342 -3.06294
H -5.68947 -1.68972 -0.01806
H -6.48872 -0.37953 -0.86398
H -4.36848 0.43299 -0.03603
H -4.34998 0.42602 -1.78522
H -2.20700 -0.32743 -0.89714
H -2.95955 -1.58618 -1.85024
H -1.93626 -2.55993 0.11009
H -3.67229 -2.77109 0.23266
H -2.03687 -0.60928 1.66973
H -2.67619 -2.08900 2.39905
H -3.78785 -0.83806 1.83962
C -3.89434 4.07899 -2.50377
C -3.82114 4.88235 -1.21303
C -4.20387 4.07482 0.02829
C -5.64043 3.54464 0.05078
C -6.73596 4.60601 -0.07611
C -6.74211 5.60881 1.06821
H -4.91344 3.74563 -2.71517
H -3.56546 4.69232 -3.34762
H -3.24556 3.19932 -2.45380
H -4.45048 5.77376 -1.29938
H -2.79399 5.24291 -1.08698
H -4.03044 4.69324 0.91588
H -3.52128 3.22103 0.11985
H -5.78980 2.99298 0.98652
H -5.77026 2.81138 -0.75282
H -7.70672 4.09790 -0.09662
H -6.64679 5.13616 -1.02967
H -6.86370 5.10328 2.03035
H -7.57217 6.31057 0.94885
H -5.81801 6.19234 1.09887

---

No. 5
84
Properties=species:S:1:pos:R:3 method="wB97M-V/def2-TZVPD" charge=+1 e_homo_ev=-11.0 orbital_gap_ev=7.416
Zr -0.81745 0.27952 -0.36182
C -4.10942 -0.79553 -0.93732
O -2.88619 -0.64546 -0.20786
Si -2.63119 -1.42858 1.30662
C -2.07102 -3.16433 0.74202
C -4.22946 -1.74651 2.22659
C -1.35275 -0.19856 1.93394
Si -2.08072 1.22873 3.11755
C -2.47186 0.78684 4.93203
C -0.90446 2.69193 3.30493
C -3.69467 1.89862 2.49617
Si -0.24374 -1.19242 3.14470
C 1.04125 -2.35741 2.33251
C 0.96758 -0.22896 4.22055
C -1.13379 -2.44369 4.32421
H -4.88680 -0.53137 -0.24157
H -4.18498 -1.83946 -1.33789
H -4.05679 -0.00547 -1.69821
H -2.97024 -3.72484 0.39056
H -1.58773 -3.70173 1.54254
H -1.33523 -3.09267 -0.08030
H -5.12199 -2.01846 1.62043
H -4.53710 -0.83111 2.77031
H -4.13274 -2.55280 2.97170
H -1.63630 0.27467 5.41961
H -3.35309 0.11968 5.03870
H -2.65715 1.69752 5.54521
H 0.13744 2.39596 3.39999
H -1.18723 3.27085 4.21858
H -0.98164 3.41991 2.45209
H -4.08194 1.45761 1.57144
H -3.49275 2.97296 2.25520
H -4.38800 1.87283 3.32782
H 1.95943 -1.79491 2.06884
H 0.80954 -2.93364 1.43922
H 1.37869 -3.04625 3.18051
H 2.00153 -0.31529 3.78607
H 1.00961 -0.60492 5.28773
H 0.74719 0.88667 4.28932
H -1.14649 -3.48186 3.91225
H -2.14343 -2.13451 4.52782
H -0.59775 -2.49014 5.29871
C 3.40208 3.56661 -2.42962
N 3.63396 2.13353 -2.82457
C 3.79149 1.99273 -4.30679
C 2.47555 1.22521 -2.31958
C 2.53734 1.00038 -0.83497
C 3.80961 0.70818 -0.24171
C 3.96513 0.86181 1.11527
C 2.90157 1.29438 1.90243
C 1.63638 1.25212 1.35418
C 1.41796 0.94729 0.00166
H 4.32254 4.13330 -2.66356
H 3.18235 3.62271 -1.34210
H 2.60517 4.00288 -3.06144
H 4.51836 1.85100 -2.36694
H 2.79628 2.11047 -4.80348
H 4.19879 1.00696 -4.54881
H 4.46926 2.75678 -4.69216
H 2.58663 0.27579 -2.86847
H 1.57809 1.75593 -2.57571
H 4.68488 0.50080 -0.88912
H 4.94414 0.66596 1.61150
H 3.05649 1.64423 2.90877
H 0.74129 1.41109 1.94321
O -1.71217 0.11416 -2.51363
S -1.18235 -1.22804 -2.87533
O -2.06635 -2.35740 -2.79478
N 0.09986 -1.32091 -1.80427
C 1.22963 -1.74197 -2.42095
S 2.69081 -2.33568 -1.75112
C 1.07210 -1.68429 -3.89282
C 2.04225 -1.97595 -4.87094
C 1.72353 -1.80392 -6.17892
C 0.47300 -1.29419 -6.57612
C -0.47194 -0.94819 -5.64075
C -0.18530 -1.28336 -4.29487
H 3.06189 -2.30123 -4.62601
H 2.48302 -2.12134 -6.90511
H 0.27232 -1.14831 -7.64497
H -1.42124 -0.56643 -5.93307
O -0.46876 2.39120 -1.41891
N -1.61370 2.83393 -1.16894
O -2.22806 2.09837 -0.28800

---

No. 6
81
Properties=species:S:1:pos:R:3 method="wB97M-V/def2-TZVPD" charge=0 e_homo_ev=-8.8 orbital_gap_ev=7.404
C -1.99160 -3.33703 3.87823
C -1.40782 -2.38980 2.62956
C -0.86406 -3.43977 1.49350
C -1.20005 -3.01808 -0.05813
C -2.83063 -2.97024 -0.20437
N -0.46309 -1.80610 -0.57070
C 0.93131 -1.53739 0.01805
O 1.95735 -2.40958 -0.12299
C 0.89007 -0.06434 0.73420
C 1.94430 0.74019 1.69660
C 1.48539 2.25796 2.22835
O 2.36912 3.10318 3.07535
C 0.02331 2.95092 1.81298
C -1.02961 2.11952 0.82467
C -2.50284 2.70436 0.34603
C -3.60894 1.97674 1.36577
O -4.73201 1.34354 0.63723
C -5.20968 0.29706 1.59999
C -6.82582 0.00200 1.48661
C -0.53188 0.64043 0.32660
C -1.19224 -0.48921 -0.65827
O -2.21229 -0.05103 -1.39786
H -3.15766 -3.52331 3.75266
H -1.49080 -4.39630 3.91711
H -1.85040 -2.84505 4.93033
H -0.46223 -1.80631 3.03493
H -2.28326 -1.69225 2.28817
H 0.28627 -3.72693 1.61940
H -1.44587 -4.46430 1.68683
H -0.83497 -3.93595 -0.72914
H -3.34018 -4.00607 0.05729
H -3.30456 -2.08634 0.39912
H -3.05529 -2.77785 -1.36109
H 2.98234 0.24442 1.98171
H 3.14818 2.54447 3.37073
H -0.26090 4.02895 2.17539
H -2.48041 3.87422 0.46916
H -2.73089 2.43573 -0.77013
H -3.04318 1.08055 1.91523
H -3.93989 2.74682 2.18273
H -5.02490 0.65678 2.72313
H -4.64112 -0.71275 1.43631
H -7.42367 0.94216 1.84889
H -7.05785 -0.23525 0.35606
H -7.13495 -0.93773 2.15404
C 4.47602 -4.61498 3.88706
N 3.11597 -4.46062 4.34452
C 2.46144 -3.31044 4.67362
C 3.21129 -2.01167 4.56147
O 1.29249 -3.35830 5.04863
H 4.45096 -5.09546 2.90577
H 4.99887 -5.26604 4.59209
H 5.00177 -3.66237 3.81266
H 2.54431 -5.29176 4.44615
H 2.55812 -1.18636 4.85720
H 4.07850 -2.02186 5.22713
H 3.52621 -1.84982 3.52716
C -0.47451 0.36399 -3.66439
N -0.10610 0.65021 -5.03010
C 1.13551 0.62115 -5.59332
C 2.30135 0.24874 -4.71936
O 1.27359 0.89524 -6.78293
H -1.18949 -0.46253 -3.67243
H -0.95783 1.25248 -3.25046
H 0.38444 0.09636 -3.04795
H -0.83760 0.90950 -5.68249
H 3.22136 0.26971 -5.30959
H 2.39935 0.96667 -3.90068
H 2.16588 -0.76224 -4.32600
C 2.22083 6.30984 -4.56677
N 2.76167 5.19960 -3.82000
C 3.30209 4.04302 -4.29950
C 3.36426 3.85480 -5.79026
O 3.71987 3.19312 -3.51687
H 2.78631 7.20589 -4.29895
H 1.17745 6.44190 -4.26970
H 2.27536 6.15359 -5.64475
H 2.75566 5.25111 -2.80746
H 3.81962 2.88715 -6.01732
H 2.35548 3.86955 -6.21144
H 3.97735 4.63972 -6.24102

---

no.,strongest force on any atom (eV/Å)
1,2.25
2,1.87
3,8.92
4,7.79
5,2.79
6,8.97